Entry 1:
A structure of composition C39H79HfO13. Source: the OMol25 dataset; level of theory: ωB97M-V with the def2-TZVPD basis set.

Results
Electronic energy, Ha: -2557.98269
Frontier orbital gap, eV: 1.482
Net charge: +3

XYZ file:
```
132
Properties=species:S:1:pos:R:3:forces:R:3
Hf 2.916305 0.418780 3.453981 -5.500 0.239 -5.728
C -0.369985 1.869630 0.557271 -1.194 0.822 -0.084
C 0.325105 0.569980 0.684611 -0.626 -0.574 -0.771
C 0.893785 0.014180 -0.614729 1.239 0.024 0.722
O 1.156345 0.640090 1.811851 4.797 -0.396 3.924
H -0.961305 2.021460 1.460261 0.011 0.296 0.053
H -1.094165 1.783270 -0.252789 0.057 0.080 -0.072
H 0.229295 2.762730 0.380291 0.244 -0.187 -0.050
H -0.455265 -0.157440 0.908171 -0.261 -0.364 0.583
H 0.117575 -0.215620 -1.344659 -0.019 0.375 0.102
H 1.388855 -0.928680 -0.382309 0.049 -0.095 -0.082
H 1.643585 0.701380 -1.006699 -0.071 -0.025 -0.405
C 4.107405 -1.458220 -2.047559 0.288 -1.347 0.029
O 5.386595 -1.123670 -1.522699 -0.537 -0.025 0.221
C 5.890255 0.179070 -1.760529 0.217 -0.666 -1.414
C 7.029945 0.097460 -2.797579 -0.946 0.072 -0.621
O 7.980885 -0.816860 -2.443529 1.451 -0.134 1.870
C 8.804215 -1.204990 -3.509639 -0.567 -0.910 -1.402
H 3.256185 -1.157400 -1.436789 0.131 0.469 0.213
H 4.106715 -2.548210 -2.052439 -0.057 -0.147 0.272
H 3.868745 -1.261190 -3.092709 0.543 0.871 -0.162
H 6.240055 0.614900 -0.824689 -0.068 0.077 0.139
H 5.082645 0.732790 -2.239349 0.060 0.709 0.249
H 7.467835 1.065790 -3.039829 0.019 0.500 0.306
H 6.613255 -0.251280 -3.742489 -0.652 0.054 -0.299
H 8.900515 -0.446540 -4.286539 0.195 0.399 0.208
H 8.270165 -2.022610 -3.993789 0.059 -0.289 -0.352
H 9.790645 -1.606460 -3.277519 -0.168 0.417 0.773
C -3.129655 -3.050130 2.396741 0.732 -0.361 0.470
O -1.864185 -3.607120 1.990391 0.457 1.100 -0.117
C -1.969345 -4.550890 0.933471 -0.734 -0.738 -0.113
C -0.672605 -5.210620 0.462881 -0.229 -0.068 -0.523
O 0.325215 -4.364950 -0.124059 0.282 -0.263 1.569
C 0.157175 -3.949730 -1.446099 0.400 1.576 -0.481
H -3.898725 -3.817290 2.486721 -0.176 -0.033 -0.633
H -3.401195 -2.181550 1.796801 -0.269 -0.262 -0.234
H -3.031895 -2.721750 3.431491 0.354 0.244 0.061
H -2.510185 -4.247220 0.037161 -0.090 1.015 0.024
H -2.641555 -5.280780 1.384561 0.221 -0.917 -0.452
H -0.906945 -5.909520 -0.340069 -0.604 -0.350 0.262
H -0.269115 -5.803860 1.283471 0.606 0.303 -0.047
H 0.476015 -4.583080 -2.273929 -0.587 -1.086 0.374
H 0.896335 -3.159330 -1.576529 0.079 0.449 0.186
H -0.803245 -3.461830 -1.612379 -0.285 -0.380 -0.220
C 0.401385 0.730450 5.962921 -0.934 0.312 1.415
O 0.834585 0.164690 4.724531 2.131 0.140 -0.193
C -0.104085 -0.819310 4.261221 -0.061 -1.248 -1.641
C 0.605985 -2.080270 3.794931 -2.329 0.473 2.024
O 1.744765 -1.752680 3.039461 1.702 0.389 0.833
C 1.768215 -2.740880 1.981781 -0.391 -0.436 -1.695
H -0.469985 1.363810 5.796591 0.345 0.452 -0.260
H 1.199085 1.233330 6.509631 0.033 0.115 -0.401
H -0.000605 -0.050840 6.607961 0.445 -0.270 0.013
H -0.636145 -0.419770 3.397871 0.243 0.449 -0.024
H -0.891625 -1.125870 4.949621 0.401 0.467 0.658
H -0.246225 -2.555910 3.309551 0.350 -0.128 -1.621
H 0.721395 -2.879330 4.527251 1.181 0.462 0.657
H 2.583485 -2.644790 1.264701 0.067 0.559 0.268
H 0.796245 -2.571040 1.518611 0.299 -0.390 -0.611
H 1.789255 -3.773050 2.331451 0.061 0.201 0.585
C -3.631425 -2.447390 -5.986069 0.105 0.145 -0.641
O -2.911345 -3.290810 -5.085279 1.788 1.187 -0.247
C -1.651655 -2.688980 -4.592229 -1.632 -0.873 0.142
C -2.003075 -1.564510 -3.644059 0.028 -0.787 -0.433
O -2.749945 -2.117130 -2.537359 1.536 1.358 -1.532
C -2.917835 -1.143170 -1.543559 -0.465 -1.093 0.404
H -3.048565 -1.759490 -6.598579 0.920 -0.045 0.193
H -4.350455 -1.772260 -5.522079 -0.312 -0.431 0.459
H -4.099145 -3.056730 -6.759399 -0.339 -0.279 0.480
H -0.935275 -2.380220 -5.353519 -0.478 0.345 -0.577
H -1.107765 -3.480670 -4.076949 -0.398 -0.193 0.236
H -2.536995 -0.803170 -4.212739 -0.690 0.061 0.194
H -1.089085 -1.041310 -3.363009 0.349 -0.123 0.699
H -1.992725 -0.745950 -1.125849 0.542 -0.126 -0.011
H -3.386875 -1.793040 -0.804799 -0.489 0.994 0.657
H -3.486275 -0.274420 -1.875599 -0.479 -0.105 0.044
C -8.226455 4.460750 1.661591 -0.523 0.342 0.289
O -6.833155 4.711850 1.517611 -0.375 -0.338 -0.052
C -6.000065 3.692370 1.066321 0.098 -1.013 0.297
C -4.988205 4.210080 0.118381 -0.334 1.719 -1.008
O -4.139205 3.171920 -0.285949 -0.537 0.277 1.928
C -3.231845 3.558350 -1.227949 0.775 -0.799 -2.319
H -8.734865 3.967370 0.833211 0.495 0.219 -0.662
H -8.674855 5.437080 1.845511 0.020 -0.062 -0.244
H -8.547165 3.844350 2.501401 0.761 -0.195 0.540
H -6.477345 2.847950 0.569061 -0.719 0.100 -0.025
H -5.414775 3.217730 1.853891 -0.128 -0.046 0.840
H -4.472705 5.097130 0.486481 0.604 -0.213 0.674
H -5.514765 4.678980 -0.712869 -0.247 -0.409 -0.687
H -3.734585 3.560430 -2.195079 0.049 -0.071 -0.448
H -2.485195 2.764400 -1.244209 0.160 0.128 -0.283
H -2.714725 4.517870 -1.228959 -0.177 0.345 1.111
C 6.254675 0.500300 4.548751 0.427 -1.309 1.419
O 5.325405 1.055330 3.565471 -0.086 -1.999 1.905
C 5.964725 2.279130 3.256621 -3.440 2.905 -1.682
C 5.191055 2.723340 1.987861 3.086 0.539 0.028
O 3.847265 2.271840 1.817391 0.729 -1.289 1.573
C 3.387565 2.877520 0.633751 -1.735 2.565 -2.040
H 7.280295 0.589910 4.190741 -0.246 -0.391 -0.365
H 6.021445 -0.532030 4.809521 -0.091 -0.147 -0.530
H 6.258865 1.018980 5.507421 -0.505 0.575 -0.176
H 7.035545 2.261650 3.053791 -0.195 -0.572 0.088
H 5.718655 3.038870 3.998481 0.431 -0.414 0.703
H 5.897335 2.360310 1.241211 -0.984 -0.281 -1.032
H 5.282355 3.808480 1.940601 -0.578 0.101 -0.077
H 2.374235 2.642140 0.308361 0.328 -1.015 0.452
H 4.044615 2.971100 -0.230899 0.639 -1.704 0.113
H 3.303465 3.960840 0.720011 -0.157 0.351 1.240
C 3.177655 1.976360 -4.497269 -0.795 -0.025 -0.016
C 2.462795 2.627930 -3.458269 1.725 -1.283 -1.215
C 1.136665 2.364050 -3.360729 -2.162 -0.071 -0.926
C 0.407015 1.610190 -4.344929 1.352 0.621 0.159
C 1.123235 1.000740 -5.391439 -0.574 0.410 1.179
C 2.486145 1.191200 -5.433329 1.145 0.045 0.616
H 4.249755 2.035500 -4.613419 0.086 0.311 0.126
H 2.961725 3.274390 -2.751469 0.086 0.060 0.034
H 0.606985 2.888140 -2.578959 -0.448 -0.073 0.073
H -0.672075 1.654550 -4.346649 -0.094 -0.363 0.219
H 0.697175 0.342530 -6.134159 -0.451 0.231 -0.028
H 3.052115 0.662610 -6.186109 0.128 0.118 -0.144
C -5.583285 0.125190 1.346001 -0.506 0.724 0.288
C -4.537355 0.386410 2.207331 0.739 0.819 0.308
C -4.616785 0.145540 3.587271 -0.154 -0.386 -1.231
C -5.770385 -0.445570 4.071801 1.107 0.737 0.633
C -6.874855 -0.610320 3.258301 0.703 -0.603 0.152
C -6.762935 -0.318590 1.888981 -1.150 -1.147 0.607
H -5.530195 0.500210 0.334601 0.075 -0.432 -0.235
H -3.707135 0.912270 1.759441 0.439 -0.025 0.169
H -3.803715 0.369960 4.261771 0.147 0.056 -0.044
H -5.683735 -0.684730 5.121411 -0.895 -0.225 0.155
H -7.724985 -1.079010 3.731601 -0.422 0.160 -0.467
H -7.630925 -0.587800 1.305441 -0.003 0.385 -0.400
```
Forces are in eV/Å.

Entry 2:
A cluster of 13 separate species, C39H79N9O21 in total. Source: the OMol25 dataset; level of theory: ωB97M-V with the def2-TZVPD basis set.

Results
Electronic energy, Ha: -3606.47606
Frontier orbital gap, eV: 8.877

XYZ file:
```
148
Properties=species:S:1:pos:R:3:forces:R:3
C -1.107313 -4.778153 0.986539 -0.829 -0.702 0.680
C -1.827943 -4.882654 2.344987 -0.153 1.912 -1.303
O -2.246869 -3.817182 2.846307 0.414 -1.171 0.391
N -2.065698 -6.083778 2.877294 0.069 -0.786 -0.249
C -2.652247 -6.246683 4.171023 0.727 0.902 1.568
H -1.135640 -5.722271 0.423095 -0.010 0.312 0.105
H -0.073333 -4.503810 1.145442 0.298 0.138 0.034
H -1.635204 -3.988648 0.443666 0.245 -0.230 -0.020
H -1.641409 -6.908897 2.485555 0.071 0.287 -0.297
H -1.901594 -5.974717 4.929812 -0.078 0.017 0.017
H -2.897323 -7.272115 4.417599 -0.429 -0.113 -0.482
H -3.456800 -5.529102 4.343081 -0.229 -0.408 -0.300
C 4.083182 -5.483021 0.059439 0.750 0.509 -0.291
C 3.033812 -4.428733 0.276958 0.013 0.402 0.219
O 2.173337 -4.568323 1.122320 -0.688 -0.346 0.764
N 3.029968 -3.306581 -0.478111 -0.458 0.588 -0.242
C 3.992143 -2.888802 -1.436825 1.458 0.479 -0.626
H 4.079982 -6.209340 0.879173 -0.251 0.205 -0.387
H 5.091092 -5.025721 -0.000878 -0.473 -0.311 0.042
H 3.866916 -5.924638 -0.915320 0.187 -0.367 0.115
H 2.327606 -2.602538 -0.245851 -0.002 -0.470 0.104
H 4.778790 -3.643148 -1.518248 -0.127 0.120 -0.142
H 4.507068 -1.955096 -1.123877 -0.277 -0.348 0.009
H 3.624962 -2.685615 -2.459337 -0.306 -0.291 0.458
C 3.256995 1.604847 -1.251350 -0.357 0.077 0.372
C 3.785992 1.224175 -2.610467 1.017 0.486 0.211
O 3.086818 0.907045 -3.563093 -0.557 -0.155 0.105
N 5.139468 1.310904 -2.803823 -0.280 -0.572 -0.128
C 5.709322 0.721185 -4.005368 0.172 -0.476 -0.065
H 2.868742 2.629031 -1.230991 0.302 -0.040 -0.368
H 3.991751 1.504068 -0.449675 0.123 0.026 -0.238
H 2.392526 1.001956 -0.963387 0.232 -0.259 -0.284
H 5.788461 1.432400 -2.045785 -0.371 0.086 0.275
H 5.516857 -0.374120 -4.088171 0.091 0.720 0.163
H 6.778698 0.908993 -4.010091 0.119 -0.133 0.146
H 5.329334 1.192825 -4.897011 -0.340 0.164 -0.240
C 3.647927 -0.551625 1.820614 0.423 0.477 1.844
C 3.748794 -0.690419 3.360296 -1.104 2.739 -1.866
O 4.262891 -1.590954 3.920798 1.276 -2.451 1.348
N 3.187220 0.382526 4.007087 0.368 -0.363 0.025
C 3.040177 0.414453 5.440525 -0.280 -0.249 0.144
H 3.654769 0.540282 1.638368 0.076 -0.655 -0.460
H 2.662807 -0.957778 1.606439 0.227 -0.200 -0.764
H 4.529101 -1.073445 1.415999 -0.721 0.166 -0.265
H 2.699023 1.041269 3.445886 -0.272 0.435 -0.166
H 3.641136 -0.426621 5.815630 -0.209 0.489 0.151
H 1.990495 0.259535 5.695225 0.017 -0.097 0.277
H 3.321704 1.379518 5.874016 0.234 -0.254 -0.138
C -2.719657 -2.881987 6.730692 2.458 0.292 -0.127
C -1.169468 -2.583947 6.637601 -2.834 -0.212 -0.410
O -0.577663 -1.970507 7.490175 0.601 0.367 0.892
N -0.632336 -3.001663 5.500923 0.989 -0.107 -1.002
C 0.773065 -2.705847 5.272411 0.076 -0.684 -0.258
H -3.071852 -3.150610 5.739083 -0.363 -0.216 0.134
H -3.113326 -1.936898 7.062498 -0.666 0.029 0.347
H -2.779837 -3.674802 7.472744 -0.596 0.055 -0.024
H -1.203919 -3.312772 4.722854 -0.009 -0.024 0.179
H 1.360883 -3.213944 6.048358 0.047 0.273 -0.300
H 0.964423 -1.634846 5.326920 0.057 -0.025 -0.027
H 1.042933 -3.102850 4.285603 0.100 0.184 0.289
C 0.714889 -1.925630 -3.563340 0.815 0.017 -0.659
C 1.363694 -2.147914 -4.954891 -1.218 0.197 1.482
O 0.976287 -3.081493 -5.604822 -0.263 -1.509 -1.035
N 2.288268 -1.313306 -5.413152 1.120 1.933 -0.691
C 2.933624 -1.453956 -6.711201 0.130 -0.935 0.075
H 0.964281 -2.792847 -2.945455 -0.080 0.062 -0.087
H -0.359808 -1.926992 -3.731961 -0.036 0.043 0.082
H 1.047014 -1.030320 -3.045510 0.006 0.147 -0.029
H 2.511850 -0.440569 -4.973044 -0.229 -0.041 0.781
H 3.686454 -2.227150 -6.571857 0.276 -0.154 -0.418
H 3.465993 -0.537665 -7.019703 -0.588 -0.262 0.253
H 2.246494 -1.831421 -7.483980 0.125 0.415 0.284
C 3.555280 3.618254 -6.730168 -2.016 -0.464 0.938
C 2.157172 3.857770 -6.035274 2.731 0.174 -0.953
O 1.534649 4.840713 -6.316856 -1.496 1.666 -0.812
N 1.807402 3.045815 -5.065363 0.326 -2.083 0.931
C 0.589959 3.242088 -4.341527 -0.202 0.804 0.049
H 4.153199 4.450697 -6.368544 0.317 -0.117 -0.352
H 3.353743 3.633931 -7.804653 0.391 0.160 0.203
H 3.932383 2.643270 -6.413594 0.366 0.163 -0.178
H 2.430164 2.309138 -4.782154 -0.047 -0.188 0.046
H 0.437800 2.546346 -3.520495 0.377 -0.204 -0.142
H -0.240602 3.180361 -5.036587 -0.352 0.048 0.015
H 0.652769 4.250379 -3.933968 -0.464 0.052 0.157
C -2.170338 3.820207 -2.198451 -0.744 -0.016 -1.111
C -3.442277 4.652366 -2.470837 -0.165 -0.144 0.619
O -4.523561 4.297037 -1.977530 0.823 0.184 -0.335
N -3.356330 5.760649 -3.222760 -0.602 1.098 -0.250
C -4.490363 6.712796 -3.423304 0.616 -0.458 0.276
H -2.410813 2.845584 -2.645321 0.189 0.028 0.293
H -2.090850 3.697297 -1.130677 0.072 -0.081 0.388
H -1.212158 4.135257 -2.633274 -0.477 0.342 0.166
H -2.478033 6.082649 -3.582112 0.324 -0.301 0.079
H -4.098888 7.638199 -3.865204 0.020 -0.425 -0.012
H -4.929163 6.995792 -2.455186 -0.016 -0.377 -0.346
H -5.232876 6.272704 -4.097858 0.040 0.157 0.315
C -0.497007 0.581033 -1.111450 0.299 -0.091 0.317
C 0.027822 -0.300370 0.016917 -0.686 0.919 0.611
O 1.048480 -0.944034 -0.061376 1.179 -0.939 -0.653
N -0.617465 -0.206499 1.201894 -1.194 0.280 0.368
C -0.213060 -0.846418 2.442697 0.369 0.076 -0.350
H -1.270673 0.119856 -1.720361 0.067 -0.324 -0.019
H 0.360540 0.856350 -1.744237 -0.450 -0.061 0.184
H -0.939859 1.455339 -0.647941 -0.024 0.306 -0.135
H -1.439969 0.369069 1.307076 0.000 0.224 -0.566
H 0.375186 -0.127230 3.027700 -0.034 -0.231 0.167
H 0.431356 -1.681992 2.163890 -0.168 -0.146 0.374
H -1.096091 -1.168717 3.024151 0.483 -0.028 -0.399
C -4.370154 -1.669402 -2.043226 -0.664 -0.100 -0.183
C -4.539309 -2.843591 -0.989422 0.263 1.524 -1.311
O -3.498108 -3.708145 -1.444496 -0.188 -0.440 0.820
C -3.259763 -3.494969 -2.733735 1.887 -1.579 -2.952
O -2.604667 -4.215386 -3.470964 -1.340 1.307 1.904
O -3.830707 -2.357852 -3.173416 0.254 -0.097 0.588
H -3.719427 -0.824377 -1.781875 0.105 -0.508 0.392
H -5.275255 -1.233996 -2.463492 -0.399 -0.073 0.643
H -5.510266 -3.338389 -1.129168 0.263 0.119 0.282
H -4.335788 -2.540134 0.037324 -0.121 -0.163 -0.116
C 0.541489 3.381655 1.624113 -0.121 -0.411 0.024
C -0.164799 4.717371 1.568289 0.128 1.150 0.056
O 0.488303 5.375654 0.462413 0.139 -0.842 -1.067
C 0.919740 4.387893 -0.394099 0.340 0.927 0.537
O 1.328388 4.549877 -1.507736 -0.387 0.014 0.570
O 0.899838 3.212538 0.244883 -0.278 -0.697 -0.561
H -0.088935 2.546002 1.957209 0.126 0.323 -0.235
H 1.500075 3.343722 2.146514 -0.304 0.421 0.450
H -0.053559 5.397841 2.397990 0.331 -0.223 0.549
H -1.230604 4.721112 1.349734 -0.122 -0.712 -0.082
C -2.297069 1.094817 6.209566 -0.654 0.151 -1.051
C -2.555620 1.531117 4.661855 -0.022 -0.329 2.091
O -1.351254 2.212375 4.419363 1.122 0.423 -1.110
C -0.522170 2.301909 5.494843 0.939 0.133 -1.403
O 0.557747 2.827708 5.450883 -0.777 -0.114 -0.011
O -1.035192 1.672632 6.512335 -0.112 -0.346 1.097
H -2.206048 0.019498 6.396038 -0.188 0.269 -0.193
H -3.003370 1.567876 6.891268 -0.208 -0.307 -0.135
H -3.320260 2.317623 4.592801 -0.238 -0.745 -0.057
H -2.729310 0.676332 3.961291 0.293 0.841 0.589
C -5.405971 1.628845 -1.005253 -0.080 0.323 1.198
C -6.002698 2.622851 0.021536 0.294 1.440 0.456
O -4.954909 2.821330 1.047227 -0.854 -0.709 -0.387
C -3.935260 2.049649 0.760475 0.551 0.112 -1.815
O -2.879397 2.041320 1.324630 0.162 -0.364 0.551
O -4.136593 1.344762 -0.399978 0.452 -0.047 0.536
H -5.255525 2.075679 -1.990693 -0.038 -0.060 0.290
H -5.944790 0.681678 -1.044534 -0.162 0.177 -0.130
H -6.895414 2.339291 0.572272 -0.025 -0.382 -0.247
H -6.111672 3.648998 -0.346459 -0.251 -0.542 -0.437
```
Forces are in eV/Å.